# 1
Density functional theory data (the ωB97M-V functional and the def2-TZVPD basis) for C36H34BIN10ScSe2 as an isolated structure.

XYZ file:
```
85
Properties=species:S:1:pos:R:3:forces:R:3:lowdin_charge:R:1
Sc 0.507 0.225 -0.758 -0.3 0.7 -0.2 1.092
C -2.967 -0.848 -1.572 0.0 -0.1 0.0 -0.004
C -2.604 -0.667 -0.135 0.0 0.0 0.0 -0.333
C -3.426 -0.888 0.964 0.0 0.0 0.0 0.017
C -2.684 -0.490 2.060 0.0 0.0 0.0 -0.039
N -1.493 -0.059 1.637 0.0 -0.1 0.0 0.025
N -1.419 -0.176 0.276 0.1 0.1 0.1 -0.021
B -0.339 0.644 2.401 0.0 0.0 0.0 -0.687
N -0.160 2.024 1.727 0.0 0.0 0.0 0.029
C -0.612 3.220 2.118 0.0 0.0 0.0 -0.026
C -0.257 4.157 1.170 0.0 0.0 0.0 0.021
C 0.416 3.440 0.184 0.0 0.0 0.0 -0.318
C 1.078 3.991 -1.032 0.0 0.0 0.0 -0.022
N 0.445 2.134 0.510 0.1 -0.2 -0.1 0.010
N 0.980 -0.172 2.216 0.1 0.2 0.0 0.028
C 1.715 -0.735 3.182 -0.1 0.0 0.0 -0.028
C 2.710 -1.497 2.596 0.0 -0.1 0.0 0.002
C 2.506 -1.370 1.226 0.1 0.1 0.0 -0.378
C 3.221 -2.069 0.119 0.1 0.1 0.0 -0.004
N 1.480 -0.530 1.007 -0.1 -0.4 -0.2 -0.055
N -0.594 0.780 3.873 0.0 0.0 0.0 -0.019
C 0.024 1.618 4.755 0.0 0.0 0.0 -0.080
C -0.166 1.119 6.013 0.0 0.0 0.0 -0.002
C -0.902 -0.076 5.824 0.0 0.0 0.0 -0.337
C -1.380 -1.036 6.863 0.0 0.0 0.0 -0.020
N -1.135 -0.282 4.541 0.0 0.0 0.0 0.116
H -3.381 -1.843 -1.735 0.0 0.0 0.0 0.094
H -3.734 -0.126 -1.857 0.0 0.0 0.0 0.095
H -2.119 -0.715 -2.244 0.0 0.0 0.0 0.065
H -4.431 -1.272 0.961 0.0 0.0 0.0 0.123
H -2.912 -0.495 3.111 0.0 0.0 0.0 0.121
H -1.146 3.333 3.046 0.0 0.0 0.0 0.137
H -0.435 5.218 1.199 0.0 0.0 0.0 0.123
H 1.877 4.674 -0.739 0.0 0.0 0.0 0.103
H 1.508 3.212 -1.653 0.0 0.0 0.0 0.011
H 0.369 4.563 -1.633 0.0 0.0 0.0 0.096
H 1.477 -0.576 4.221 0.0 0.0 0.0 0.133
H 3.455 -2.093 3.094 0.0 0.0 0.0 0.125
H 3.147 -3.149 0.255 0.0 0.0 0.0 0.097
H 2.798 -1.831 -0.857 0.0 0.0 0.0 0.050
H 4.280 -1.808 0.107 0.0 0.0 0.0 0.096
H 0.554 2.497 4.429 0.0 0.0 0.0 0.123
H 0.160 1.550 6.943 0.0 0.0 0.0 0.113
H -1.345 -0.582 7.851 0.0 0.0 0.0 0.082
H -2.404 -1.345 6.661 0.0 0.0 0.0 0.081
H -0.758 -1.931 6.882 0.0 0.0 0.0 0.082
Se 1.244 2.463 -4.462 0.0 0.0 0.0 0.766
Se 2.446 0.506 -4.422 0.0 0.0 0.0 0.751
C 3.365 0.790 -2.750 0.0 0.0 0.0 -0.631
C 4.741 0.926 -2.818 0.0 0.0 0.0 -0.074
C 5.448 1.257 -1.672 0.0 0.0 0.0 -0.005
C 4.739 1.486 -0.507 0.0 0.0 0.0 -0.009
C 3.370 1.302 -0.517 0.1 0.1 0.0 -0.139
N 2.671 0.916 -1.604 0.1 0.0 0.2 -0.032
C -0.475 2.188 -3.629 0.0 0.0 0.0 -0.609
C -1.483 2.791 -4.370 0.0 0.0 0.0 -0.102
C -2.710 3.051 -3.779 0.0 0.0 0.0 -0.009
C -2.880 2.700 -2.454 0.0 0.0 0.0 -0.018
C -1.849 2.043 -1.808 0.0 0.1 0.0 -0.150
N -0.660 1.752 -2.367 0.0 -0.1 0.0 0.001
H 5.241 0.813 -3.769 0.0 0.0 0.0 0.112
H 6.524 1.371 -1.706 0.0 0.0 0.0 0.131
H 5.228 1.798 0.405 0.0 0.0 0.0 0.127
H 2.798 1.478 0.383 0.0 0.0 0.0 0.098
H -1.291 3.076 -5.395 0.0 0.0 0.0 0.104
H -3.499 3.532 -4.340 0.0 0.0 0.0 0.130
H -3.795 2.911 -1.919 0.0 0.0 0.0 0.128
H -1.979 1.740 -0.780 0.0 0.0 0.0 0.098
I -0.314 -3.410 1.621 0.0 0.1 0.0 1.209
C -1.237 -3.747 -0.197 -0.2 -0.2 0.0 -0.630
C -2.246 -4.700 -0.201 0.2 0.1 0.1 -0.117
C -2.817 -5.140 -1.393 0.0 0.0 -0.2 -0.029
C -2.346 -4.653 -2.589 -0.1 -0.1 0.1 0.004
C -1.323 -3.689 -2.616 0.0 0.1 0.0 -0.166
C -0.852 -3.224 -3.867 0.1 0.1 0.0 0.036
C 0.147 -2.285 -3.952 -0.3 -0.1 -0.1 -0.041
C 0.687 -1.803 -2.757 0.3 0.2 0.5 -0.164
C 0.124 -2.067 -1.524 -0.1 -0.6 -0.5 -0.043
C -0.782 -3.165 -1.397 -0.1 0.1 0.2 -0.238
H -2.577 -5.119 0.739 0.0 0.0 0.0 0.102
H -3.607 -5.878 -1.372 0.0 0.0 0.0 0.125
H -2.772 -4.988 -3.526 0.0 0.0 0.0 0.130
H -1.263 -3.664 -4.767 0.0 0.0 0.0 0.136
H 0.524 -1.940 -4.905 0.0 0.0 0.0 0.106
H 1.554 -1.152 -2.822 0.0 -0.1 0.0 -0.005
```
Forces are in eV/Å.

Its spin multiplicity is 2. As for the expectation value of S²: 0.7668. For the HOMO-LUMO gap (spin up / spin down), the calculation gives 0.273 / 0.197 Eh. For the LUMO energy (spin up / spin down), the calculation gives -5.95 / -8.07 eV. The relative energy (zero: lowest compared OMol25 entry of this formula, charge and spin) is 0.0 kcal per mole. The total energy comes out at -7825.64958 a.u. Its HOMO energy (spin up / spin down) is -13.375 / -13.424 eV. As for the net charge: +2.



# 2
Density functional theory data (the ωB97M-V functional and the def2-TZVPD basis) for a single C6H10O molecule.

XYZ file:
```
17
Properties=species:S:1:pos:R:3:forces:R:3:lowdin_charge:R:1
C 1.760 -0.274 0.555 -0.2 -0.4 0.2 -0.109
C 0.442 1.066 -1.206 -0.5 0.5 -0.7 -0.043
C 0.410 -1.103 0.474 0.3 -0.1 0.2 -0.156
C -0.684 -0.786 -0.584 0.2 0.0 0.3 -0.290
C -1.640 0.319 -0.172 0.1 -0.1 0.0 -0.141
C -0.619 1.460 -0.161 0.0 0.3 -0.1 -0.201
O 0.110 -0.133 -1.622 0.3 0.5 0.0 -0.089
H 1.777 0.813 0.732 -0.6 -0.4 -0.1 0.065
H 2.439 -0.439 -0.293 -0.4 -0.1 0.1 0.081
H 2.231 -0.707 1.435 0.3 0.0 0.1 0.071
H -0.053 -1.116 1.467 0.1 -0.1 -0.1 0.110
H 0.774 -2.106 0.253 -0.2 -0.1 0.2 0.105
H -1.176 -1.678 -1.000 0.4 0.3 0.1 0.150
H -2.144 0.120 0.779 0.2 0.1 -0.1 0.116
H -2.413 0.487 -0.934 0.2 -0.2 0.1 0.117
H -0.973 2.405 -0.570 -0.3 0.1 0.1 0.103
H -0.241 1.673 0.846 0.2 0.0 -0.4 0.111
```
Forces are in eV/Å.

Its spin multiplicity is 1. For the HOMO-LUMO gap, the calculation gives 0.338 Eh. For the LUMO energy, the calculation gives 0.93 eV. The relative energy (zero: lowest compared OMol25 entry of this formula, charge and spin) is 65.9 kcal per mole. The total energy comes out at -309.73743 a.u. Its HOMO energy is -8.273 eV.



# 3
Density functional theory data (the ωB97M-V functional and the def2-TZVPD basis) for a single C2H2F2S2 molecule in a non-equilibrium geometry.

XYZ file:
```
8
Properties=species:S:1:pos:R:3:forces:R:3:lowdin_charge:R:1
F -1.530 -0.749 0.949 -0.2 -0.2 -0.5 0.063
C -0.737 0.302 0.701 1.2 0.8 0.4 -0.468
F -0.055 0.507 1.907 -0.2 0.0 -1.2 0.009
C 0.267 0.052 -0.479 -0.9 0.5 0.1 -1.123
S 0.254 1.049 -1.789 -0.1 -0.6 1.1 0.679
S 1.258 -1.346 -0.294 0.0 0.3 -0.1 0.825
H -1.299 1.212 0.462 -0.1 -0.3 0.2 0.129
H 1.842 -1.027 -1.457 0.3 -0.4 0.0 -0.114
```
Forces are in eV/Å.

Its spin multiplicity is 1. For the HOMO-LUMO gap, the calculation gives 0.313 Eh. For the LUMO energy, the calculation gives -0.98 eV. As for the SMILES: FC(F)C(=S)S. The relative energy (zero: lowest compared OMol25 entry of this formula, charge and spin) is 3.1 kcal per mole. The total energy comes out at -1073.48876 a.u. Its HOMO energy is -9.492 eV.



# 4
Density functional theory data (the ωB97M-V functional and the def2-TZVPD basis) for C5H8FHgO4 as an isolated structure in a non-equilibrium geometry.

XYZ file:
```
19
Properties=species:S:1:pos:R:3:forces:R:3:lowdin_charge:R:1
C 0.354 -1.466 1.156 0.6 -0.5 0.4 -0.262
O 0.269 -0.482 0.124 -3.7 1.9 1.2 -0.131
C 0.816 -2.768 0.547 0.1 -0.3 0.1 -0.064
H 1.070 -1.081 1.894 -0.2 -0.3 0.0 0.129
H -0.621 -1.582 1.654 0.2 0.0 -0.2 0.125
H 0.877 -3.530 1.335 0.0 0.1 -0.2 0.091
H 0.117 -3.117 -0.225 0.1 0.1 0.2 0.085
H 1.809 -2.656 0.092 -0.2 0.0 0.1 0.087
C 0.359 1.182 -1.314 -5.1 6.4 2.2 -0.325
O -0.242 1.703 0.067 1.3 -1.7 -1.1 -0.092
C -0.988 0.546 0.365 3.4 -0.1 -2.4 -0.142
C -1.722 0.349 -0.967 -0.5 -1.1 1.1 -0.024
O -0.754 0.814 -1.930 1.9 -1.5 -0.1 0.118
O 1.112 2.060 -1.719 1.3 -1.6 -0.2 0.005
F 2.242 5.253 0.199 2.9 5.5 2.6 -0.553
H -1.522 0.663 1.315 0.4 -0.8 -0.2 0.184
H -1.926 -0.715 -1.127 -0.1 0.4 -0.2 0.154
H -2.627 0.962 -1.042 0.3 0.0 -0.2 0.157
Hg 1.376 3.865 -0.423 -2.7 -6.5 -3.0 1.456
```
Forces are in eV/Å.

Its spin multiplicity is 1. For the HOMO-LUMO gap, the calculation gives 0.310 Eh. For the LUMO energy, the calculation gives -5.90 eV. The total energy comes out at -749.12464 a.u. Its HOMO energy is -14.328 eV. As for the net charge: +1.



# 5
Density functional theory data (the ωB97M-V functional and the def2-TZVPD basis) for a single C3H8N2O molecule in a non-equilibrium geometry.

XYZ file:
```
14
Properties=species:S:1:pos:R:3:forces:R:3:lowdin_charge:R:1
H 0.752 2.203 -1.081 0.3 -0.4 0.1 0.048
N 0.204 1.363 -1.256 -1.0 0.2 0.8 0.092
C 0.003 0.692 -0.190 -1.9 1.7 -0.4 -0.458
C 0.612 0.994 1.154 0.3 -0.4 0.0 -0.028
O -1.400 0.001 0.116 1.5 1.1 -0.4 -0.115
C -1.010 -1.322 -0.034 1.5 -0.2 -0.8 -0.289
N 0.116 -1.144 -0.978 -0.4 -1.6 0.9 0.052
H 0.734 0.091 1.754 0.0 0.0 0.0 0.075
H 1.579 1.493 1.054 -0.1 -0.1 -0.1 0.080
H -0.059 1.664 1.695 -0.1 -0.1 -0.1 0.091
H -1.809 -1.946 -0.450 0.1 0.2 0.1 0.116
H -0.615 -1.782 0.885 -0.2 0.1 -0.1 0.112
H 1.090 -1.320 -0.737 -0.8 -0.5 -0.5 0.116
H -0.198 -0.988 -1.933 0.8 0.1 0.4 0.109
```
Forces are in eV/Å.

Its spin multiplicity is 1. For the HOMO-LUMO gap, the calculation gives 0.355 Eh. For the LUMO energy, the calculation gives 0.91 eV. As for the SMILES: [H]/N=C(\C)OCN. The relative energy (zero: lowest compared OMol25 entry of this formula, charge and spin) is 81.1 kcal per mole. The total energy comes out at -303.76293 a.u. Its HOMO energy is -8.756 eV.



# 6
Density functional theory data (the ωB97M-V functional and the def2-TZVPD basis) for a single C7H15N3O3S2 molecule in a non-equilibrium geometry.

XYZ file:
```
30
Properties=species:S:1:pos:R:3:forces:R:3:lowdin_charge:R:1
C 2.357 0.610 3.397 -0.4 0.8 -2.0 -0.117
C 2.311 -0.871 3.149 -2.9 0.8 -1.0 -0.220
C 1.507 -1.235 1.912 0.7 -1.0 -1.7 -0.121
N 1.209 -0.389 1.004 -0.2 0.0 0.8 0.141
C 0.586 -0.771 -0.227 1.2 -1.0 -1.5 -0.605
N 1.507 -1.497 -1.106 2.4 1.7 4.3 0.141
N 0.099 0.405 -0.971 -0.2 2.0 3.2 -0.004
C -1.000 0.078 -1.828 -1.9 2.8 1.7 -0.318
C -2.298 1.332 -1.714 4.5 -0.4 0.5 -0.547
C -1.924 2.530 -2.645 -2.3 -2.7 0.7 -0.095
S -2.477 1.838 0.016 1.9 2.7 -1.3 0.838
S -1.570 -1.521 -1.287 0.2 -0.1 1.8 0.666
O -2.932 -1.554 -0.831 0.6 -0.1 -0.3 -0.271
O -1.044 -2.459 -2.220 -0.4 -0.7 -0.8 -0.267
O -0.591 -1.616 0.016 -1.2 0.4 -0.2 -0.174
H 1.377 1.180 3.272 1.3 -1.0 0.7 0.110
H 3.043 1.065 2.700 -0.1 0.2 -1.1 0.066
H 2.974 0.790 4.216 0.0 0.5 2.5 0.044
H 1.747 -1.337 3.932 0.0 -0.6 0.8 0.101
H 3.262 -1.310 3.056 1.3 -0.7 0.0 0.101
H 1.369 -2.360 1.736 -0.2 1.3 0.3 0.149
H 2.152 -2.178 -0.658 -1.2 0.7 -0.5 0.108
H 1.051 -1.804 -1.870 -1.5 -1.6 -3.1 0.004
H -0.177 1.149 -0.165 0.5 -2.2 -2.4 0.121
H -0.658 -0.081 -2.819 0.0 0.1 -1.2 0.105
H -3.146 0.814 -1.969 -2.0 -1.0 -0.9 0.042
H -1.284 3.162 -2.162 1.9 1.7 1.4 0.029
H -1.378 2.055 -3.445 -0.4 0.5 -1.0 0.075
H -2.863 3.093 -2.788 0.6 -0.3 -0.8 0.092
H -3.210 0.883 0.300 -2.1 -2.8 1.1 -0.195
```
Forces are in eV/Å.

Its spin multiplicity is 1. For the HOMO-LUMO gap, the calculation gives 0.374 Eh. For the LUMO energy, the calculation gives 0.69 eV. As for the SMILES: CC/C=N/[C@]1(N)N[C@H]([C@H](C)S)S(=O)(=O)O1. The relative energy (zero: lowest compared OMol25 entry of this formula, charge and spin) is 59.8 kcal per mole. The total energy comes out at -1461.99258 a.u. Its HOMO energy is -9.495 eV.



Which of these has the highest spin multiplicity?
C36H34BIN10ScSe2